(1)
9
Properties=species:S:1:pos:R:3 method="wB97M-V/def2-TZVPD" smiles="NN=S.N" largest_force_ha_per_bohr=0.108 total_charge=0 homo_ev="-8.094 / -8.094" homo_lumo_gap_ev="8.3647 / 8.3652"
N -0.7859 1.0661 0.2999
N -1.3038 -0.0550 0.1068
S -2.7630 -0.1511 -0.3793
H 0.2321 1.2630 0.4464
H -1.4277 1.9901 0.2557
N 1.4110 -0.7736 -0.2891
H 1.2239 -1.5343 -0.9757
H 0.9619 -1.0821 0.6321
H 2.4516 -0.7232 -0.0968


(2)
11
Properties=species:S:1:pos:R:3 method="wB97M-V/def2-TZVPD" smiles="[H]/N=N/P(S)NN" largest_force_ha_per_bohr=0.044 total_charge=0 homo_ev=-8.470 homo_lumo_gap_ev=8.6787
H -1.2407 -2.4649 -2.2325
N -0.3363 -1.8988 -2.0547
N -0.4513 -1.3332 -0.9534
P 0.9165 -0.7309 0.0889
S 1.9029 0.5396 -1.2777
N 0.1368 0.4959 0.9888
N -0.6107 1.6045 0.4468
H 2.3875 -0.5786 -1.9235
H -0.1049 0.1529 1.8905
H -1.3476 1.4626 -0.2192
H 0.0780 2.1804 -0.0654


(3)
7
Properties=species:S:1:pos:R:3 method="wB97M-V/def2-TZVPD" largest_force_ha_per_bohr=0.080 total_charge=0 homo_ev=-4.989 homo_lumo_gap_ev=2.6668
S -0.8348 0.4318 -4.4999
H 0.3788 0.2753 -3.9276
N 0.1528 -0.1359 1.6728
H -0.1474 -0.8695 2.3769
H 1.0367 -0.3377 1.1962
H -0.6782 -0.0347 0.9510
H 0.0920 0.6707 2.2306


(4)
10
Properties=species:S:1:pos:R:3 method="wB97M-V/def2-TZVPD" smiles="OP(O)([SiH3])=S" largest_force_ha_per_bohr=0.035 total_charge=0 homo_ev=-9.078 homo_lumo_gap_ev=9.4838
O 0.7860 1.1714 -1.0014
P 0.4230 0.6613 0.5544
O 1.7459 -0.2393 0.8437
Si -1.0893 -0.9581 -0.0568
S -0.0332 2.1525 1.7515
H -0.0147 1.5004 -1.4310
H 2.2294 -0.4601 -0.0062
H -1.1640 -1.9770 0.9314
H -2.2767 -0.2368 -0.2569
H -0.6063 -1.6141 -1.3286


(5)
8
Properties=species:S:1:pos:R:3 method="wB97M-V/def2-TZVPD" largest_force_ha_per_bohr=0.017 total_charge=-1 homo_ev=-2.991 homo_lumo_gap_ev=7.0909
S 0.6176 0.8431 -2.0475
H -0.6121 1.2091 -2.4319
H -0.1126 0.8412 1.4842
H -0.1765 0.1901 0.1725
O -0.6892 0.2244 1.0132
H 0.1323 -1.1515 2.3690
H -1.0816 -1.9312 2.2147
O -0.2774 -1.9423 2.7467


(6)
8
Properties=species:S:1:pos:R:3 method="wB97M-V/def2-TZVPD" largest_force_ha_per_bohr=0.063 total_charge=-1 homo_ev=-2.827 homo_lumo_gap_ev=7.0943
S -0.7038 -1.0909 -1.0369
H -0.0484 -2.1389 -1.5011
H 1.2521 0.5415 1.8367
H 1.4793 -0.9476 2.4263
O 1.8055 0.0222 2.4263
H -1.2998 1.4231 -0.4311
H -0.2522 1.9028 -1.4558
O -0.5393 2.0620 -0.4619


(7)
8
Properties=species:S:1:pos:R:3 method="wB97M-V/def2-TZVPD" largest_force_ha_per_bohr=0.024 total_charge=+1 homo_ev=-15.110 homo_lumo_gap_ev=3.9552
O -1.1168 2.7739 -1.7747
H -0.2166 2.9511 -2.0275
H -1.1035 1.9829 -1.2313
H 0.8413 -1.0052 1.5069
S -0.6543 -0.2482 -0.0315
S 1.7566 -1.8221 2.0977
H -1.0147 -1.5128 -0.3257
H 1.5081 -3.1195 1.7862


(8)
7
Properties=species:S:1:pos:R:3 method="wB97M-V/def2-TZVPD" smiles=[SiH3]P largest_force_ha_per_bohr=0.045 total_charge=0 homo_ev=-9.608 homo_lumo_gap_ev=10.5849
Si -0.3957 0.1679 0.6473
P -0.1941 -0.8479 -1.4240
H 0.7027 1.0703 1.2829
H -1.3501 1.1745 0.5097
H -0.8700 -0.9509 1.6414
H 0.9903 -1.6561 -1.2198
H 0.3629 0.2671 -2.0904


(9)
93
Properties=species:S:1:pos:R:3 method="wB97M-V/def2-TZVPD" largest_force_ha_per_bohr=0.027 total_charge=0 homo_ev=-10.221 homo_lumo_gap_ev=9.0053
O 5.9174 -0.0128 0.8015
H 5.1812 0.2335 0.2416
H 6.5258 -0.4616 0.2144
O -1.5525 -4.5421 1.1645
H -0.9687 -5.0528 1.7255
H -2.1457 -5.1894 0.7831
O -3.2885 -2.2797 1.6474
H -4.0798 -2.5651 2.1040
H -2.7515 -3.0693 1.5814
O -4.6244 2.9776 -0.7711
H -3.9624 2.5632 -1.3244
H -5.4288 2.4925 -0.9549
O -1.8317 1.7938 4.0041
H -2.5388 1.2810 4.3956
H -1.3847 2.1945 4.7496
O 1.4966 -1.0353 2.2576
H 0.5592 -0.9084 2.1109
H 1.6485 -1.9582 2.0541
O 0.5135 2.0118 2.1515
H -0.1412 1.6083 2.7214
H 1.3259 1.9763 2.6564
O -3.1632 3.4378 1.5024
H -3.9222 3.1311 1.0065
H -2.4739 3.5416 0.8464
O 1.6076 -0.5777 -1.9734
H 1.6772 -0.0898 -2.7939
H 1.5838 -1.4962 -2.2416
O 0.4173 5.3006 -1.1712
H 0.0306 5.7200 -0.4026
H 0.0800 4.4050 -1.1510
O -3.5156 -4.0535 -1.3944
H -3.7335 -4.9034 -1.0118
H -2.6544 -3.8419 -1.0342
O -1.2191 -0.5521 2.1147
H -1.8981 -1.2133 1.9805
H -1.6973 0.2309 2.3877
O -3.6250 1.8802 -2.9313
H -3.2216 1.1730 -2.4280
H -3.0051 2.0544 -3.6396
O 2.1629 3.1323 -2.8819
H 2.3690 3.0222 -1.9536
H 1.2585 3.4456 -2.8914
O -0.8693 3.0162 -0.4572
H -0.2982 3.0751 0.3087
H -1.0123 2.0776 -0.5784
O -4.3005 1.0677 2.2139
H -3.6329 1.6255 2.6132
H -5.1290 1.4002 2.5593
O 2.3406 2.7826 -0.1421
H 2.6497 3.6599 0.0839
H 1.7716 2.5336 0.5863
O 1.9466 -3.7553 1.6753
H 1.6454 -4.2221 2.4548
H 1.9975 -4.4287 0.9969
O 4.6912 -2.5990 -1.4192
H 5.1607 -3.3681 -1.7422
H 3.8069 -2.6912 -1.7737
O -2.6071 -0.2325 -1.6859
H -1.7742 -0.3114 -1.2207
H -3.2725 -0.3248 -1.0041
O 1.9907 -3.5785 -2.3815
H 2.0180 -4.3632 -1.8340
H 2.1937 -3.8933 -3.2624
O -4.7264 -0.5301 0.1419
H -4.1942 -1.3153 0.2701
H -4.6004 -0.0214 0.9429
O 2.2274 0.8379 -4.0528
H 1.4329 1.2312 -4.4138
H 2.6590 1.5537 -3.5865
O 3.1588 -1.1371 -5.7285
H 4.0722 -1.2213 -5.4548
H 2.7884 -0.4870 -5.1316
O -2.5379 -2.0867 -3.6060
H -3.4313 -2.3988 -3.4623
H -2.4306 -1.3700 -2.9806
O 3.6671 0.5034 -0.6025
H 2.9808 0.0120 -1.0539
H 3.2179 1.2687 -0.2438
O 3.3976 1.1208 2.2834
H 4.0891 0.5530 1.9432
H 2.6963 0.5202 2.5356
O 0.7669 -0.6664 4.9718
H -0.1779 -0.5365 4.8905
H 1.0719 -0.7804 4.0717
O -0.1833 0.3617 -0.2291
H 0.5382 0.1298 -0.8138
H -0.1194 -0.2653 0.4913
O -2.0742 -0.9252 4.9881
H -2.3388 -1.7413 5.4126
H -2.8359 -0.3519 5.0742
O 5.4353 1.8372 -2.4539
H 5.9591 1.0365 -2.4791
H 4.6473 1.5934 -1.9681


(10)
93
Properties=species:S:1:pos:R:3 method="wB97M-V/def2-TZVPD" largest_force_ha_per_bohr=0.047 total_charge=0 homo_ev=-10.958 homo_lumo_gap_ev=10.7789
O -2.0311 2.6556 -2.6087
H -1.2061 2.5568 -2.0898
H -2.6029 3.1512 -2.0276
O -1.4923 -2.2863 -5.6611
H -2.3082 -2.7520 -5.6907
H -1.7063 -1.3809 -5.4337
O 3.3523 -3.5133 2.4114
H 2.9410 -3.5875 3.2599
H 2.6859 -3.1112 1.8525
O 1.0607 -4.6299 -0.9661
H 1.0582 -4.7341 -1.9433
H 1.9221 -4.8359 -0.6914
O -5.5682 1.7796 2.9882
H -6.3342 1.5117 2.4226
H -4.8481 1.9961 2.3537
O 0.4932 3.6334 -2.9812
H -0.3285 4.1238 -3.1924
H 0.7827 4.0591 -2.1587
O 0.2383 -1.5674 -2.9435
H 1.1943 -1.7931 -2.8281
H 0.2286 -0.6130 -3.1682
O -0.1813 3.9357 -0.0603
H -0.6322 3.0910 -0.0114
H -0.1291 4.2002 0.8952
O 0.9608 -4.2831 -3.9937
H 0.5862 -3.4080 -4.1746
H 0.9926 -4.7992 -4.8301
O -1.9310 -2.7527 3.1328
H -2.8037 -2.9873 3.5073
H -1.7961 -3.2698 2.2746
O 1.7487 -2.1087 0.1928
H 1.2693 -2.6949 -0.4393
H 0.9952 -1.6221 0.5792
O -1.5385 -0.2498 2.0556
H -0.9630 -0.1798 2.8132
H -2.0116 -1.0951 2.1969
O -0.9000 -1.4016 5.6520
H -1.6385 -1.1576 6.1978
H -1.2217 -2.1453 5.0937
O -2.8705 2.3227 1.9053
H -2.4436 1.4492 1.8697
H -2.4189 2.7366 2.6305
O -2.0432 -2.3186 -1.3885
H -1.2982 -2.0919 -1.9676
H -2.8137 -2.4953 -1.9426
O -2.5392 0.1629 -3.9210
H -2.1735 0.9554 -4.3193
H -2.5509 0.4351 -2.9981
O 5.0280 0.2472 0.6268
H 4.5719 0.4089 -0.2156
H 5.2850 -0.6875 0.5460
O -0.8038 0.9206 -0.3559
H -1.1657 0.3740 0.4037
H -0.6991 0.2736 -1.0574
O 0.8771 -1.3501 3.5117
H 0.7892 -2.2990 3.6320
H 0.3581 -1.0306 4.2963
O 3.5593 1.4739 4.5943
H 3.4478 0.5578 4.8957
H 3.2938 1.2707 3.6485
O -1.9087 -3.8420 0.7728
H -1.7754 -3.1335 0.0732
H -1.1406 -4.3886 0.6536
O -0.8696 2.3067 3.7904
H -0.3822 2.8641 3.1571
H -0.5951 2.6528 4.6270
O 2.8351 -2.0884 -2.3436
H 2.7302 -1.1973 -1.9003
H 3.2937 -1.8795 -3.1720
O 2.9745 0.2490 2.2826
H 3.7250 0.2092 1.6932
H 2.7569 -0.5932 2.6796
O 2.7015 4.3469 -0.3853
H 3.3887 3.6709 -0.1568
H 1.8722 3.8753 -0.1793
O -4.3333 -2.0518 -3.3295
H -5.2359 -2.1437 -2.9939
H -4.1512 -1.1034 -3.4740
O -3.4211 3.7675 -0.4707
H -3.4858 4.6394 -0.0884
H -3.1861 3.2273 0.2829
O 1.6391 1.6424 0.5132
H 1.9896 1.0892 1.2171
H 0.7439 1.3545 0.2558
O 3.2211 0.6068 -1.4859
H 2.5612 1.0385 -0.8597
H 3.3036 1.2839 -2.1904
O 1.3716 3.3826 2.6306
H 1.5756 2.7167 1.9278
H 1.7537 3.0313 3.4582
O 1.1269 1.5784 -4.5325
H 2.0173 1.4388 -4.8348
H 1.1758 2.3992 -3.9978


(11)
113
Properties=species:S:1:pos:R:3 method="wB97M-V/def2-TZVPD" largest_force_ha_per_bohr=0.081 total_charge=-2 homo_ev=-1.810 homo_lumo_gap_ev=4.3278
Zn 15.5524 20.1919 -21.5496
Zn 13.9066 18.6292 -17.1638
S 16.7016 18.5728 -18.9854
O 16.4656 19.5468 -20.0614
O 18.0504 18.7845 -18.5031
O 15.6759 18.7486 -17.9352
O 16.6569 17.2395 -19.4924
S 13.4725 21.0569 -15.2713
O 14.2034 22.2097 -14.8124
O 12.0735 21.4293 -15.3872
O 13.9527 20.4811 -16.5398
O 13.6306 20.0229 -14.2898
S 12.7441 19.1940 -20.1633
O 11.8377 20.2728 -20.2750
O 13.9869 19.4477 -20.8627
O 13.0163 18.9559 -18.7531
O 12.1432 17.9372 -20.6624
O 12.0107 15.7064 -21.8032
H 12.9092 15.5626 -22.1004
H 12.0495 16.5256 -21.3096
O 21.7720 18.3487 -21.7192
H 20.8669 18.4968 -21.4450
H 21.8246 17.4056 -21.8740
O 14.5057 22.9884 -17.7715
H 14.1845 22.2033 -17.3281
H 14.2931 22.8470 -18.6940
O 16.0432 18.4979 -22.6382
H 16.0522 18.3246 -23.5795
H 15.6073 17.7352 -22.2579
O 19.0921 18.6894 -23.8188
H 19.4037 17.7991 -23.9811
H 19.2857 18.8467 -22.8946
O 19.4358 20.9676 -15.1477
H 20.1771 21.5695 -15.2147
H 19.4601 20.4653 -15.9622
O 15.2818 21.9392 -20.5998
H 14.3813 22.2174 -20.7668
H 15.7691 22.7559 -20.4912
O 10.8794 20.7292 -17.7729
H 10.8030 19.8768 -17.3442
H 11.1507 20.5244 -18.6677
O 18.1008 18.9030 -13.9854
H 18.0788 18.2054 -14.6405
H 17.7570 18.4963 -13.1901
O 17.8955 15.0878 -20.7237
H 18.8054 15.1054 -20.4270
H 17.5245 15.9121 -20.4088
O 14.4577 20.6944 -23.2563
H 14.5734 20.5693 -24.1982
H 13.5174 20.5863 -23.1136
O 18.1032 22.2171 -18.0154
H 17.3382 21.6438 -17.9669
H 18.8487 21.6188 -18.0655
O 12.0334 18.5650 -16.1867
H 11.2001 18.2499 -16.5369
H 11.8318 18.8296 -15.2892
O 16.8629 12.9431 -22.5365
H 17.8193 12.9401 -22.4989
H 16.6010 13.6337 -21.9277
O 16.7389 20.6745 -15.8833
H 16.4738 20.1021 -16.6032
H 16.3400 21.5199 -16.0895
O 13.0388 13.2436 -19.4052
H 13.8505 13.6642 -19.6888
H 12.4376 13.3619 -20.1406
O 14.5484 16.5724 -21.0669
H 15.2865 16.8191 -20.5095
H 13.8292 17.1323 -20.7745
O 12.6712 22.5573 -20.6148
H 12.4480 21.6386 -20.4652
H 12.0014 23.0477 -20.1382
O 13.6464 16.6131 -17.6935
H 12.8074 16.2225 -17.9379
H 14.2873 15.9179 -17.8427
O 19.6831 21.9006 -20.6696
H 20.6261 21.9702 -20.5208
H 19.3323 22.7446 -20.3852
O 20.0402 20.1898 -17.6437
H 19.4603 19.6331 -18.1633
H 20.7707 20.3884 -18.2295
O 11.1396 16.4790 -18.7802
H 10.5490 17.0874 -18.3360
H 11.5180 16.9908 -19.4952
O 19.4703 19.3355 -21.0626
H 19.4864 20.2835 -20.9311
H 18.8301 19.0158 -20.4269
O 19.2658 16.2932 -18.4617
H 18.8080 17.0982 -18.7038
H 19.7614 16.5258 -17.6766
O 18.1225 13.8711 -17.4284
H 17.8404 14.1852 -16.5693
H 18.3756 14.6632 -17.9024
O 15.6878 14.9367 -18.4567
H 16.1756 15.7082 -18.7452
H 16.3241 14.4224 -17.9599
O 21.4890 16.9884 -16.3801
H 21.0127 16.9246 -15.5523
H 21.9461 17.8280 -16.3298
O 17.0263 15.1742 -15.3058
H 16.5912 14.3277 -15.4074
H 16.7622 15.4771 -14.4371
O 14.9254 18.1361 -15.3922
H 15.1284 17.4013 -14.8133
H 14.9647 18.9063 -14.8252
O 13.2401 14.9726 -14.8893
H 12.4206 15.1046 -14.4126
H 13.0098 15.1173 -15.8070
O 18.3667 17.4018 -16.0763
H 17.6815 16.7367 -16.1425
H 18.3052 17.8921 -16.8961
O 17.2285 21.0569 -22.4766
H 17.5235 21.9618 -22.5788
H 17.9650 20.5282 -22.7838


(12)
103
Properties=species:S:1:pos:R:3 method="wB97M-V/def2-TZVPD" largest_force_ha_per_bohr=0.063 total_charge=-1 homo_ev=-7.949 homo_lumo_gap_ev=10.0163
N 12.0133 10.2786 12.1170
O 12.9217 9.4177 11.9395
O 10.8211 10.0188 12.2113
O 12.4216 11.4513 12.2844
O 15.5209 6.1772 15.6058
H 15.6303 6.9346 16.1885
H 14.6030 5.8889 15.5500
O 16.6962 7.9643 10.8944
H 16.8964 8.8982 11.1295
H 16.3314 7.9926 9.9816
O 12.3273 13.9882 10.7197
H 12.5204 13.0602 10.8904
H 11.4755 14.2743 11.0934
O 10.5536 8.9063 14.6238
H 10.2297 9.5938 15.2128
H 9.9446 8.7299 13.9042
O 12.7077 10.4837 17.8702
H 12.6211 11.3731 18.1773
H 13.5322 10.5534 17.3764
O 12.6681 6.4832 12.6671
H 12.6510 7.4581 12.6186
H 13.6737 6.4013 12.7011
O 8.8090 12.1610 12.0547
H 8.1839 11.8003 12.7399
H 9.5651 11.5641 12.0151
O 14.4573 9.3487 14.2230
H 13.7899 8.6115 14.5217
H 14.0698 9.6927 13.3948
O 13.4754 13.8274 16.8175
H 14.1691 13.2907 16.4255
H 13.7030 14.7162 16.5780
O 15.6214 4.9583 9.7879
H 15.5008 4.8143 10.7391
H 16.5553 4.8227 9.5369
O 12.5339 12.3488 8.3945
H 12.9520 13.2332 8.4815
H 11.6395 12.4450 8.7358
O 10.2773 14.4830 12.4121
H 9.7458 13.7205 12.2084
H 10.8399 14.1184 13.1397
O 14.3497 10.0326 9.5185
H 13.8663 9.7539 10.3003
H 13.7646 10.6725 9.1060
O 9.2435 11.6420 15.2423
H 9.9052 12.1102 14.6914
H 9.4207 11.8566 16.1728
O 7.0351 11.0615 13.7040
H 7.7639 11.3348 14.3116
H 7.2627 10.1544 13.4451
O 17.5158 9.4742 14.3561
H 16.6158 9.3879 13.9920
H 17.9579 8.6513 14.0849
O 14.2580 15.2767 12.2009
H 13.5185 14.9002 11.6544
H 14.8246 15.8857 11.7196
O 13.2683 7.4405 18.7388
H 12.9068 8.0070 19.4181
H 12.9213 7.7752 17.9468
O 17.0689 14.0705 10.8532
H 17.9126 13.6273 10.9146
H 16.4232 13.4625 11.2324
O 16.3812 10.7446 11.3055
H 15.7853 10.7350 10.5404
H 15.9995 11.3071 11.9983
O 12.7884 7.2875 15.2366
H 11.9102 7.7100 15.2632
H 12.7430 6.8334 14.3389
O 9.6280 12.0253 9.0304
H 9.0787 12.4967 9.7344
H 9.3800 11.0590 9.1340
O 18.5082 12.4890 14.6455
H 18.4038 11.5707 14.1595
H 17.8870 13.0795 14.2318
O 8.2272 8.5245 12.6450
H 7.8703 7.6205 12.5827
H 8.3731 8.7896 11.6977
O 11.6336 13.0927 14.4380
H 11.8459 12.3004 13.8828
H 12.1881 13.0954 15.2455
O 13.9840 7.1602 8.1667
H 14.5365 6.5808 8.7302
H 14.0844 8.0403 8.5112
O 11.3355 7.5010 9.7289
H 11.9760 7.5401 9.0021
H 11.8285 7.0984 10.4209
O 15.8150 6.1592 12.6777
H 16.0319 6.2865 13.6380
H 16.2044 6.8849 12.1443
O 17.0693 11.0001 17.0193
H 17.2325 10.2623 16.4416
H 17.7423 11.6704 16.7467
O 15.5539 13.3766 13.5908
H 15.0672 14.1853 13.2343
H 14.9896 13.0454 14.3339
O 14.6989 11.4713 16.1510
H 15.6035 11.3778 16.4473
H 14.7191 10.6759 15.5725
O 15.6110 7.9182 17.6751
H 14.8940 7.4737 18.1563
H 15.7651 8.8123 17.9380
O 8.8310 8.7170 9.9049
H 8.4529 8.3349 9.1009
H 9.6567 8.3207 10.1139


no.,M (Da)
1,79.13
2,124.11
3,51.11
4,128.16
5,69.11
6,69.11
7,85.17
8,64.10
9,558.47
10,558.47
11,995.45
12,656.50